C7H15OPS | the ωB97M-V functional and the def2-TZVPD basis

Summary:
orbital gap (spin up / spin down)	8.21 / 5.10	eV
charge	0
multiplicity	1
calculated total energy	-29669.1382	eV

Last column: natural (NBO) charge in e.
Element x y z (Å)
C: -2.071 -2.939 -0.265  -0.740
C: 0.426 0.117 1.165  -0.372
C: -1.461 1.003 -0.098  -0.047
C: 0.057 -1.360 0.968  -0.737
C: 0.069 1.048 -0.022  -0.091
C: 0.754 0.771 -1.338  -0.612
C: 0.302 2.544 0.423  -0.599
O: -1.990 -0.283 -0.286  -0.809
P: -1.783 -1.589 0.777  1.136
S: 3.494 -2.424 -1.482  -0.063
H: -2.644 -2.692 -1.042  0.201
H: -2.257 -3.814 0.280  0.199
H: -0.265 0.471 2.109  0.190
H: 1.451 0.372 1.376  0.220
H: -1.829 1.476 0.852  0.162
H: -1.881 1.713 -0.842  0.189
H: 0.623 -1.617 0.104  0.226
H: 0.449 -1.756 1.838  0.231
H: 0.373 1.267 -2.281  0.224
H: 0.641 -0.272 -1.433  0.208
H: 1.878 1.010 -1.281  0.207
H: -0.417 3.180 0.055  0.204
H: 1.273 3.108 0.121  0.207
H: 0.245 2.554 1.454  0.204
H: 4.562 -1.889 -1.152  0.064